93
Properties=species:S:1:pos:R:3:lowdin_spin:R:1 method="wB97M-V/def2-TZVPD" e_above_lowest_kcal_mol=0.0 e_homo_ha="-0.213 / -0.266" gap_ev="5.82 / 7.25" s_squared=3.76 multiplicity=4 e_lumo_ev="0.017 / 0.015"
V 1.053 0.583 -0.246 2.744
P -2.435 0.938 -0.141 0.022
O 2.774 2.077 -3.625 0.008
O 1.659 1.974 -1.683 0.025
N 4.954 2.186 -0.410 0.003
N -0.308 -2.490 0.260 0.005
N 1.274 -0.778 1.764 0.016
N 1.748 2.003 1.316 0.014
N 1.161 -0.693 -2.142 0.016
N 2.737 -2.582 -0.524 0.004
N 3.289 3.410 1.995 0.006
N -0.987 0.438 -0.026 0.045
N 3.551 0.500 -0.220 0.013
C -2.210 3.501 0.945 0.000
C -0.184 -2.719 1.700 0.000
C 5.377 1.224 -1.294 0.003
C -4.729 1.225 1.691 0.000
C 4.506 0.190 -1.158 0.002
C 3.490 -3.686 -0.120 0.000
C 2.156 3.677 2.734 -0.001
C -3.937 3.382 -0.835 0.001
C -2.902 0.665 -2.907 0.000
C 5.014 -5.919 0.624 0.000
C 2.996 2.388 1.159 0.015
C 1.986 1.547 -2.847 0.007
C -3.393 0.516 1.453 0.001
C -2.581 2.826 -0.385 0.004
C -3.396 0.099 -1.568 0.005
C 3.700 -6.071 0.202 0.000
C 1.260 0.258 -3.270 0.004
C -4.925 0.197 -1.540 0.001
C -2.451 0.797 2.635 0.001
C 1.133 -2.167 2.205 0.003
C 3.850 1.710 0.206 0.003
C 1.214 2.797 2.299 0.008
C 4.811 -3.537 0.309 0.000
C -3.643 -1.000 1.472 0.001
C 5.561 -4.644 0.674 0.000
C 2.943 -4.970 -0.168 0.000
C -1.499 3.277 -1.381 0.002
C -2.998 -1.383 -1.596 0.001
H -5.441 1.061 0.881 0.000
H -3.283 1.663 -3.115 0.000
H -0.539 2.813 -1.168 0.002
H -1.915 -1.469 -1.665 0.000
H 1.961 -2.747 1.797 0.000
H 0.251 0.560 -3.550 0.000
H 1.917 -5.094 -0.499 0.000
H 3.257 -7.058 0.158 0.000
H -0.557 -1.507 0.109 0.002
H -1.000 -2.257 2.274 0.000
H -1.072 -3.042 -0.111 0.000
H 6.584 -4.507 1.004 0.000
H -3.250 0.012 -3.713 0.000
H -4.211 3.064 -1.840 0.000
H 0.378 -1.318 -2.277 0.003
H 2.129 4.456 3.476 0.000
H 5.290 3.130 -0.382 0.000
H 4.181 3.855 2.108 0.000
H -5.280 1.226 -1.488 0.000
H -1.812 0.692 -2.938 0.000
H 2.160 -0.394 2.060 0.001
H -1.760 3.067 -2.415 0.000
H -0.216 -3.791 1.908 0.000
H 5.246 -2.543 0.353 0.000
H -3.335 -1.940 -0.723 0.000
H -5.178 0.827 2.608 0.000
H -4.417 -1.309 0.770 0.000
H 4.496 -0.750 -1.689 0.000
H 1.744 -0.167 -4.147 0.000
H -2.096 4.575 0.771 0.000
H -3.443 -1.849 -2.482 0.000
H 1.171 -2.265 3.295 0.000
H 5.603 -6.781 0.910 0.000
H 0.546 -0.203 2.181 0.002
H -1.254 3.120 1.316 0.000
H -5.365 -0.356 -0.710 0.000
H 0.189 2.687 2.615 0.000
H 3.037 -1.714 -0.101 0.002
H -1.379 4.361 -1.297 0.000
H 1.732 -2.693 -0.382 0.001
H 1.983 -1.285 -2.103 0.003
H -2.726 -1.550 1.248 0.000
H -2.839 0.303 3.531 0.000
H -2.359 1.860 2.859 0.000
H -5.321 -0.239 -2.463 0.000
H -2.970 3.376 1.716 0.000
H 6.221 1.374 -1.945 0.000
H -1.458 0.401 2.409 0.000
H -4.614 2.299 1.830 0.000
H -3.980 -1.292 2.472 0.000
H -4.751 3.117 -0.161 0.000
H -3.872 4.476 -0.854 0.000

95
Properties=species:S:1:pos:R:3:lowdin_charge:R:1 method="wB97M-V/def2-TZVPD" e_homo_ha=-0.499 gap_ev=9.31 multiplicity=1 charge=+2 e_lumo_ev=-4.270
Al 0.608 0.657 0.172 0.178
O -0.398 -0.875 0.595 0.037
O -1.641 -3.059 1.564 0.061
O -1.089 -0.087 -1.306 0.028
N -0.671 2.112 0.441 0.068
N 1.253 -1.805 -2.156 -0.090
N -2.826 1.177 0.617 -0.107
N 1.050 -0.126 -3.738 -0.130
N 1.579 0.409 -1.511 0.076
N 1.975 2.308 0.282 -0.184
N -2.495 3.091 -0.635 -0.117
N 2.648 -1.614 3.094 -0.111
N 0.709 -0.442 3.489 -0.133
N 1.938 0.074 1.595 0.077
C 2.444 1.521 -1.941 -0.139
C -1.989 2.117 0.148 -0.348
C 3.291 1.902 0.842 -0.104
C 3.508 -2.369 2.199 -0.021
C 1.294 -0.502 -2.461 -0.354
C 2.104 2.743 -1.113 -0.127
C -3.600 -3.292 -2.094 -0.057
C -2.264 -3.138 0.360 -0.243
C 0.285 0.921 3.758 -0.029
C -2.767 0.653 1.970 -0.001
C 2.034 -2.328 -1.039 -0.014
C -1.162 -0.983 -0.445 -0.511
C -2.751 -2.244 -1.823 -0.041
C 1.483 -0.890 -4.901 -0.023
C 2.787 -1.983 4.498 -0.021
C 0.279 1.072 -4.024 -0.026
C 0.467 -2.780 -2.905 -0.017
C 1.778 -0.668 2.685 -0.349
C -3.781 -4.279 -1.125 -0.041
C -3.998 0.741 -0.134 -0.015
C -0.104 -1.531 4.009 -0.033
C -1.754 3.569 -1.790 -0.022
C -2.060 -2.143 -0.605 -0.093
C 1.320 3.294 1.154 -0.133
C -3.834 3.641 -0.477 -0.018
C -0.127 3.448 0.734 -0.155
C -3.125 -4.201 0.086 0.001
C 3.289 0.411 1.158 -0.163
H -4.261 3.311 0.465 0.098
H -1.390 4.591 -1.661 0.102
H -2.833 -0.436 1.957 0.094
H 4.086 2.163 0.144 0.132
H -1.831 0.929 2.441 0.057
H -1.912 -3.816 2.095 0.120
H 2.323 1.771 -2.992 0.112
H -0.191 4.133 -0.114 0.092
H 3.461 2.480 1.751 0.133
H 1.100 -3.421 -3.521 0.105
H -0.026 -1.620 5.095 0.098
H 4.561 -2.150 2.387 0.107
H -3.993 -0.348 -0.181 0.090
H -0.123 1.439 2.888 0.041
H 1.849 4.252 1.133 0.148
H 1.622 -1.996 -0.087 0.060
H 3.580 -0.158 0.269 0.100
H -4.442 -5.113 -1.317 0.121
H 2.848 3.540 -1.217 0.148
H -0.477 0.896 4.535 0.108
H 3.494 1.241 -1.811 0.127
H -2.412 3.551 -2.660 0.111
H 1.980 -3.414 -1.066 0.108
H 1.988 -0.212 -5.591 0.104
H -3.764 4.729 -0.464 0.106
H 1.142 3.138 -1.436 0.108
H -0.258 -2.270 -3.530 0.092
H 3.846 -1.971 4.760 0.104
H 2.189 -1.658 -4.599 0.098
H -0.916 2.901 -1.975 0.061
H -4.120 -3.346 -3.039 0.114
H -0.579 0.803 -4.644 0.109
H 1.385 2.900 2.166 0.106
H -0.076 -3.400 -2.192 0.097
H -0.093 1.488 -3.091 0.061
H -0.686 3.916 1.549 0.142
H 4.028 0.203 1.933 0.132
H 3.279 -2.135 1.167 0.050
H 0.645 -1.353 -5.425 0.098
H -3.967 1.124 -1.148 0.100
H -3.601 1.049 2.555 0.110
H 1.124 1.506 4.143 0.105
H 0.870 1.816 -4.564 0.102
H -2.595 -1.458 -2.551 0.122
H -4.490 3.346 -1.298 0.099
H -4.925 1.058 0.348 0.105
H 0.208 -2.465 3.548 0.095
H -3.279 -4.967 0.837 0.126
H 3.346 -3.436 2.361 0.108
H 2.263 -1.271 5.128 0.094
H 2.397 -2.985 4.685 0.102
H -1.145 -1.357 3.735 0.084
H 3.080 -2.034 -1.129 0.103

106
Properties=species:S:1:pos:R:3:lowdin_charge:R:1 method="wB97M-V/def2-TZVPD" e_homo_ha=-0.294 gap_ev=7.74 multiplicity=1 e_lumo_ev=-0.278
Br 6.088 2.496 -1.741 0.628
Br -6.282 9.377 3.127 0.693
Br -7.414 14.616 -0.259 0.599
Br -4.161 5.777 0.800 0.649
Br -3.561 4.416 4.180 0.609
Br 0.468 -5.209 -0.423 0.692
Br 2.069 -9.572 -3.052 0.598
Br 3.262 -7.516 5.237 0.589
Br -0.080 -6.831 -4.279 0.605
Br 1.657 -7.981 1.707 0.588
Br -6.903 8.627 -0.435 0.594
Br -2.308 3.242 -3.025 0.282
Br 1.105 -10.472 4.740 0.579
Br -6.761 11.616 -2.311 0.663
Br 3.630 0.035 -2.979 0.759
S 4.334 -1.319 1.903 0.804
S 2.621 -3.813 2.395 0.613
P -0.319 0.443 2.235 0.797
P -0.555 2.699 -1.673 0.656
O -0.382 -1.431 -1.262 -0.080
O 5.017 -4.866 -2.253 -0.208
O -1.791 -0.177 -2.928 -0.049
O 0.804 2.511 -2.801 -0.416
N 0.492 -0.711 3.080 -0.319
N 4.284 -3.569 0.066 -0.199
C 0.153 -9.555 -3.415 -0.697
C 3.394 -3.284 -1.124 -0.170
C 4.821 1.218 -3.972 -0.646
C -2.435 1.202 -0.138 -0.266
C 0.672 -0.870 -0.353 -0.124
C -5.077 6.157 2.480 -0.709
C 3.721 -3.024 1.363 -0.955
C -6.383 13.492 -2.687 -0.678
C -0.362 -6.931 -0.037 -0.665
C 1.671 1.433 0.194 -0.206
C 0.289 0.574 0.398 -0.385
C 3.983 -0.040 0.577 -0.487
C 2.900 1.021 1.203 -0.248
C -4.104 6.208 3.634 -0.697
C 3.598 -4.475 -2.269 -0.164
C 3.038 -10.362 4.974 -0.694
C -2.639 2.591 0.742 -0.200
C -0.163 -8.744 -4.650 -0.692
C -6.545 10.591 1.623 -0.672
C 3.407 -9.308 5.992 -0.696
C 5.305 -5.696 -1.059 -0.141
C -5.918 14.216 -1.445 -0.692
C -7.601 10.068 0.677 -0.711
C -0.156 -7.327 1.406 -0.664
C -1.074 -0.206 -1.777 -0.229
C -0.868 1.063 -0.707 -0.454
C 4.498 -5.060 0.225 -0.198
C 6.169 1.327 -3.299 -0.677
H -7.290 13.919 -3.125 0.055
H 3.466 -5.629 0.290 0.067
H 3.470 -10.181 3.985 0.049
H 1.605 -0.889 -1.063 0.091
H -5.550 7.132 2.331 -0.072
H -0.319 -6.505 2.109 0.060
H 3.302 -3.964 -3.298 0.145
H 4.456 -9.408 6.287 0.057
H -1.719 0.147 2.344 0.003
H 3.339 -11.355 5.320 0.056
H -1.555 2.957 1.085 0.069
H -1.190 -8.925 -4.979 0.057
H 0.520 -8.937 -5.483 0.053
H 1.138 -1.209 2.432 -0.095
H 0.669 1.685 -3.352 0.047
H 5.005 0.546 0.395 0.059
H -0.807 -8.163 1.674 0.061
H 4.851 -6.770 -1.303 0.136
H 3.506 2.027 1.406 0.121
H -5.189 13.649 -0.859 0.052
H -6.863 11.536 2.073 0.057
H 2.280 -3.282 -0.733 0.046
H -8.486 9.678 1.188 0.057
H -0.340 -9.181 -2.513 0.036
H 6.463 -5.770 -0.899 0.133
H -4.577 6.644 4.519 0.053
H 4.919 0.758 -4.960 0.062
H 2.843 -5.337 -2.031 0.084
H -3.189 6.763 3.407 0.057
H 2.568 0.633 2.256 0.072
H 2.074 1.235 -0.912 0.071
H 0.876 -1.805 0.335 0.116
H 0.053 -7.651 -0.748 0.026
H 2.779 -9.330 6.886 0.052
H -3.288 2.433 1.716 0.063
H -3.222 1.286 -1.033 0.101
H 6.897 1.795 -3.968 0.060
H -5.853 5.396 2.600 0.061
H -1.425 -6.788 -0.250 0.063
H 4.307 2.178 -4.072 0.059
H 3.660 -0.473 -0.462 -0.019
H -3.053 3.471 0.063 -0.012
H 5.055 -5.250 1.260 0.141
H -2.775 0.226 0.459 0.116
H 6.563 0.366 -2.957 0.060
H -5.569 10.729 1.150 0.057
H -0.073 1.704 2.903 0.018
H -5.492 15.190 -1.703 0.059
H -7.908 10.847 -0.027 -0.019
H -5.593 13.476 -3.443 0.060
H -0.117 -10.604 -3.564 0.059
H 1.504 2.606 0.351 0.122
H 3.663 -2.271 -1.694 0.045

92
Properties=species:S:1:pos:R:3:lowdin_charge:R:1 method="wB97M-V/def2-TZVPD" e_above_lowest_kcal_mol=283.5 e_homo_ha=-0.315 gap_ev=8.76 multiplicity=1 e_lumo_ev=0.194
O 1.921 1.756 -3.480 0.024
O 3.053 -4.462 0.468 0.004
O 0.047 2.591 -4.569 -0.018
O -4.747 0.357 2.227 0.064
O 0.244 -0.902 5.215 0.016
O -3.520 2.219 1.946 0.001
O -1.424 0.354 6.009 0.073
O 4.157 -5.000 -1.461 0.078
N -2.959 0.979 -0.796 0.213
N 3.819 -0.990 -1.834 0.181
N 0.429 -3.077 -1.233 0.118
C -0.512 3.719 0.395 -0.096
C -1.144 0.596 -3.718 -0.056
C -0.475 1.264 -4.965 -0.105
C -3.786 1.095 2.535 -0.513
C -2.148 1.663 -1.216 -0.219
C 0.726 0.486 7.126 0.029
C -0.881 3.906 -1.073 -0.211
C -0.534 -1.585 4.224 -0.190
C -0.712 0.003 0.304 -0.162
C -4.388 2.839 1.029 -0.234
C 0.568 -2.477 -3.159 -0.153
C 1.816 -2.506 1.231 -0.093
C -0.253 0.015 6.015 -0.511
C 0.460 -0.525 -0.572 -0.110
C 3.738 -5.279 -0.339 -0.517
C -0.721 -0.734 1.692 -0.104
C 1.873 4.043 -3.928 0.037
C 1.226 -1.600 -4.245 -0.168
C 2.638 -3.143 0.101 -0.198
C 3.073 -0.728 -2.673 -0.190
C 0.466 -1.939 -0.965 -0.235
C 1.255 2.646 -3.982 -0.478
C 0.468 -2.302 3.302 -0.145
C 2.146 -0.415 -3.736 -0.205
C -3.994 4.323 0.987 -0.048
C -1.107 2.547 -1.789 -0.174
C -2.750 0.587 3.507 -0.025
C 4.040 -6.589 0.352 0.010
H -0.105 4.415 -1.645 0.094
H 0.370 0.653 -5.285 0.092
H 2.071 -3.202 -0.828 0.058
H 1.430 0.282 -3.301 0.036
H 0.122 -3.381 -3.572 0.105
H -1.271 2.776 -2.842 0.104
H -3.223 0.867 4.448 0.105
H 1.681 -1.424 1.213 0.066
H 4.513 -6.398 1.316 0.082
H -3.031 4.464 0.495 0.031
H 1.793 4.585 -2.985 0.081
H 3.094 -7.082 0.576 0.087
H -4.476 2.434 0.021 0.094
H -1.231 3.082 0.910 0.053
H 0.874 -3.183 3.799 0.109
H 1.838 -2.286 -4.832 0.103
H -1.168 -0.906 3.654 0.030
H -1.688 -0.176 -0.147 0.066
H -1.068 1.402 -5.869 0.130
H 2.153 -2.753 2.238 0.081
H -1.426 -0.442 -3.893 0.097
H 1.266 -1.560 3.261 0.082
H -0.209 1.942 -1.664 0.094
H 0.208 -0.518 2.222 0.088
H -0.562 1.062 0.512 0.087
H 1.722 0.179 6.807 0.079
H -0.444 0.647 -2.883 0.028
H -1.515 -0.271 2.279 0.019
H -0.890 -1.807 1.605 0.098
H 2.682 0.014 -4.582 0.130
H 0.436 0.020 -1.516 0.072
H 1.534 4.570 -4.819 0.086
H 1.210 -2.954 -2.420 0.026
H -2.688 -0.500 3.460 0.086
H -4.666 4.893 0.345 0.081
H 0.402 -0.081 7.998 0.084
H 4.778 -7.166 -0.204 0.085
H 0.112 -2.438 2.281 0.011
H 2.947 3.889 -4.026 0.091
H -0.236 -2.011 -2.589 0.058
H 1.425 -0.341 -0.100 0.122
H -5.418 2.845 1.386 0.124
H -2.058 1.126 -3.448 0.070
H -1.186 -2.345 4.656 0.141
H 0.800 -2.873 1.082 0.063
H 3.468 -2.492 -0.174 0.087
H 0.536 -1.169 -4.969 0.072
H 0.491 3.308 0.514 0.084
H -1.786 1.096 3.468 0.102
H -3.973 4.737 1.995 0.086
H -0.588 4.723 0.814 0.081
H -1.778 4.511 -1.208 0.102
H 0.618 1.499 7.514 0.083

86
Properties=species:S:1:pos:R:3:lowdin_charge:R:1 method="wB97M-V/def2-TZVPD" e_above_lowest_kcal_mol=215.1 e_homo_ha=-0.353 gap_ev=6.18 multiplicity=1 charge=+1 e_lumo_ev=-3.420
Sc -0.102 -0.108 0.092 0.457
P -2.286 0.847 0.052 0.914
P 1.494 1.286 1.071 0.944
O -0.921 -0.743 1.803 -0.394
C -2.876 -0.714 3.906 -0.107
C 2.726 3.122 -3.451 -0.161
C -3.666 -0.101 0.954 -0.200
C 1.408 -1.811 -0.247 -0.252
C -2.136 -2.384 -1.758 -0.021
C 1.572 1.454 2.993 -0.262
C 1.188 -2.390 2.349 0.013
C 3.309 0.713 1.304 -0.227
C 0.756 -2.349 -2.776 -0.018
C 0.556 1.042 -4.920 -0.162
C 0.113 1.228 -3.485 -0.109
C -1.281 -2.510 4.278 -0.028
C -1.882 -2.810 1.463 0.024
C 1.241 3.479 -3.295 -0.168
C 2.048 0.677 -4.984 -0.149
C 1.576 3.191 1.048 -0.234
C 0.436 2.311 -2.750 -0.119
C -1.502 -1.194 3.017 -0.499
C 2.892 -2.266 -0.265 -0.023
C 0.440 -1.792 -1.368 -0.271
C 0.627 -2.048 0.958 -0.250
C -2.675 2.531 0.830 -0.226
C -3.390 1.094 -1.482 -0.231
C 2.721 0.614 -3.601 -0.103
C -0.923 -1.997 -0.891 -0.269
C -0.769 -0.141 3.905 -0.156
C 3.049 1.716 -2.944 -0.112
C -0.793 -2.226 0.545 -0.218
H 3.382 3.858 -2.992 0.105
H -0.067 0.289 -5.402 0.107
H 2.189 3.553 0.237 0.029
H 3.423 0.028 2.144 0.041
H -2.222 3.335 0.252 0.037
H 2.997 3.198 -4.503 0.105
H -3.010 1.898 -2.112 0.037
H 0.435 -2.259 3.127 0.027
H 0.576 3.612 0.961 0.035
H 0.107 -1.952 -3.550 0.065
H -2.193 -2.803 4.845 0.080
H 2.231 -0.224 -5.564 0.107
H -4.404 1.371 -1.194 0.046
H -3.446 0.181 -2.072 0.027
H 1.799 -2.263 -3.070 0.067
H 3.784 1.703 -2.178 0.088
H -0.449 0.392 -3.161 0.070
H -3.167 0.369 3.819 0.094
H -2.115 -3.450 -1.986 0.094
H 3.389 -2.044 0.677 0.060
H -3.404 -0.352 1.978 -0.014
H -3.748 -1.376 3.677 0.091
H 0.569 -3.423 -2.767 0.092
H 2.559 1.424 -5.590 0.104
H 1.112 4.340 -2.638 0.103
H -3.917 -1.014 0.423 0.038
H 3.961 1.570 1.478 0.057
H 0.826 3.798 -4.252 0.110
H -2.288 2.577 1.848 0.034
H 2.031 3.624 1.938 0.048
H -1.999 -2.244 2.385 -0.016
H 2.921 -3.351 -0.367 0.095
H -4.575 0.497 0.999 0.060
H -3.749 2.711 0.865 0.050
H 3.526 -1.881 -1.056 0.069
H 3.700 0.162 0.455 0.015
H 2.472 1.964 3.340 0.057
H 0.189 -0.540 4.181 0.048
H 3.197 -0.292 -3.338 0.081
H -0.512 -2.336 5.068 0.089
H 0.222 2.479 -1.721 0.060
H 1.522 -3.426 2.385 0.103
H -2.851 -2.872 0.975 0.093
H -1.040 -3.511 3.855 0.067
H 0.733 2.039 3.372 0.042
H 0.370 1.957 -5.484 0.110
H -2.141 -1.844 -2.704 0.072
H -1.613 -3.826 1.751 0.112
H -3.079 -2.175 -1.260 0.057
H -0.905 0.869 3.475 0.079
H 1.559 0.477 3.477 0.020
H -0.991 0.033 4.992 0.108
H 2.033 -1.756 2.607 0.070
H -2.878 -0.817 5.022 0.090

Number 1: calculated total energy -82365.7997 eV. Number 2: calculated total energy -57529.8854 eV. Number 3: calculated total energy -1131942.5582 eV. Number 4: calculated total energy -50733.6096 eV. Number 5: calculated total energy -71220.4281 eV.